Density functional theory data (ωB97M-V with the def2-TZVPD basis set) for a structure of composition C6H6O5Pr in a non-equilibrium geometry.

For the orbital gap (alpha / beta), the calculation gives 9.52 / 9.67 eV. As for the spin multiplicity: 3. As for the total energy: -1124.1550 Eh. The HOMO energy (alpha / beta) comes out at -24.38 / -24.39 eV. Its net charge is +3.

Last column: natural (NBO) charge in e.
Geometry (Å):
Pr (-0.0336, 0.0181, -0.0031)  1.516
O (-0.0034, 3.7032, 0.2504)  -0.176
C (-0.0078, 2.5393, 0.1439)  0.429
C (-0.0390, -2.5665, 0.0379)  0.444
O (0.0049, -3.6980, 0.2500)  -0.196
C (2.5642, 0.0386, -0.1519)  0.440
O (3.6589, 0.0102, -0.0102)  -0.192
C (-2.5457, -0.0029, -0.0402)  0.423
O (-3.7017, -0.0083, -0.0105)  -0.171
C (0.0016, 0.6765, -2.4483)  -0.415
H (-0.9462, 1.2965, -2.4109)  0.284
H (0.9434, 1.3006, -2.4092)  0.289
C (0.0038, -0.6744, -2.4342)  -0.430
H (0.9464, -1.2956, -2.4042)  0.293
H (-0.9394, -1.2981, -2.4068)  0.289
O (0.7490, -0.5872, 2.5429)  -0.866
H (0.9566, 0.3779, 2.6933)  0.520
H (-0.2064, -0.7617, 2.7707)  0.519

Density functional theory data (ωB97M-V with the def2-TZVPD basis set) for a structure of composition C6H6O5Pt in a non-equilibrium geometry.

For the orbital gap (alpha / beta), the calculation gives 8.15 / 7.19 eV. As for the spin multiplicity: 3. As for the total energy: -726.9506 Eh. The HOMO energy (alpha / beta) comes out at -16.95 / -19.66 eV. Its net charge is +2.

Last column: natural (NBO) charge in e.
Geometry (Å):
Pt (0.4945, -0.4262, 0.4505)  0.771
C (-0.0840, -1.2048, 2.1221)  0.479
O (-0.3883, -1.7025, 3.1187)  -0.255
C (2.3034, -1.2301, 0.2172)  0.524
O (3.3371, -1.7357, 0.1754)  -0.258
C (1.0880, 1.3139, 1.2671)  0.463
O (1.3635, 2.2718, 1.8455)  -0.273
C (-0.5049, -1.7457, -0.6941)  0.474
O (-1.1472, -2.5326, -1.2398)  -0.274
C (-0.3128, 1.1799, -1.3950)  -0.328
H (-1.2089, 0.6963, -1.7911)  0.241
H (-0.4580, 2.1199, -0.8564)  0.246
C (0.9533, 0.7111, -1.7017)  -0.421
H (1.8511, 1.2948, -1.4762)  0.257
H (1.1025, -0.1286, -2.3878)  0.257
O (-2.7591, -0.0252, 0.8180)  -0.889
H (-2.7370, 0.6371, 1.5226)  0.497
H (-2.8932, 0.5067, 0.0050)  0.489

Density functional theory data (ωB97M-V with the def2-TZVPD basis set) for an isolated molecule of C6H6OS in a non-equilibrium geometry.

For the orbital gap, the calculation gives 8.13 eV. As for the total energy: -705.6020 Eh. The HOMO energy comes out at -8.13 eV.

Last column: natural (NBO) charge in e.
Geometry (Å):
C (2.0950, -0.4315, 1.4203)  0.393
C (1.0116, -0.2866, 0.4631)  -0.316
C (-0.2409, -0.2480, 0.8960)  -0.087
C (-1.4695, 0.0720, 0.1413)  -0.480
C (-1.2560, 0.3267, -1.3494)  -0.201
C (-0.0628, 0.4725, -1.9117)  -0.378
H (3.1524, -0.2479, 1.1426)  0.138
H (-0.3492, -0.5137, 1.9391)  0.236
H (-2.3074, -0.6568, 0.2996)  0.230
H (-1.8104, 1.0283, 0.5685)  0.227
H (-2.1236, 0.3430, -2.0048)  0.217
H (0.0348, 0.7682, -2.9755)  0.236
O (1.8473, -0.8508, 2.5347)  -0.518
S (1.4786, 0.2247, -1.1638)  0.302

Density functional theory data (ωB97M-V with the def2-TZVPD basis set) for a cluster of 2 separate species, C6H6OS2 in total in a non-equilibrium geometry.

For the orbital gap, the calculation gives 7.47 eV. As for the total energy: -1103.7034 Eh. The HOMO energy comes out at -9.19 eV.

Last column: natural (NBO) charge in e.
Geometry (Å):
C (1.5075, -2.5959, 0.3983)  -0.191
C (1.1084, -1.5227, 0.0376)  -0.030
C (1.2562, 0.8583, 0.4743)  -0.211
C (0.6838, -0.2234, -0.3306)  -0.123
C (0.6185, 1.9799, 0.7773)  -0.353
C (-0.1628, -0.0345, -1.3549)  -0.355
O (-2.9504, -1.5532, -0.0606)  -0.828
S (-3.3942, 1.2452, -0.1894)  -0.289
S (-2.4688, -0.2931, 0.4702)  1.095
H (1.8439, -3.5420, 0.7009)  0.236
H (2.2529, 0.6652, 0.8501)  0.217
H (1.0818, 2.7567, 1.3614)  0.206
H (-0.3923, 2.1674, 0.4562)  0.196
H (-0.4444, 0.9576, -1.6641)  0.211
H (-0.5402, -0.8657, -1.9266)  0.220

Density functional theory data (ωB97M-V with the def2-TZVPD basis set) for a structure of composition C6H74NO31 in a non-equilibrium geometry.

For the orbital gap, the calculation gives 8.55 eV. As for the total energy: -2659.4072 Eh. The HOMO energy comes out at -11.32 eV. Its net charge is +1.

Last column: Löwdin charge in e.
Geometry (Å):
C (-0.0940, -0.9782, -5.3831)  -0.116
O (-0.4670, -1.2792, -4.0731)  -0.192
C (0.2590, -0.5122, -3.0641)  -0.154
C (-0.0470, -0.9732, -1.7301)  -0.120
N (0.4750, 0.0138, -0.7311)  0.044
H (1.3700, -0.2212, -0.7401)  0.030
H (0.2490, 0.8038, -1.0161)  -0.015
C (-0.1310, -0.3322, 0.6139)  -0.025
C (0.2440, 0.7148, 1.6859)  -0.177
O (-0.5750, 0.6398, 2.8839)  -0.188
C (-0.1680, 1.4848, 3.8949)  -0.135
H (0.9690, -1.2892, -5.6641)  0.088
H (-0.2480, 0.0698, -5.5041)  0.063
H (-0.7900, -1.3362, -6.3211)  0.143
H (0.2850, 0.6178, -3.1341)  0.154
H (1.2600, -0.8162, -2.9541)  0.110
H (0.4530, -1.9472, -1.5831)  0.132
H (-1.0740, -1.2032, -1.4831)  0.129
H (0.1370, -1.4282, 0.7709)  0.129
H (-1.2780, -0.1882, 0.3389)  0.183
H (-0.2630, 1.5908, 1.3279)  0.037
H (1.4420, 0.9148, 1.7019)  0.171
H (1.0070, 1.2028, 4.0889)  0.157
H (-0.7000, 1.0968, 4.8349)  0.085
H (-0.4080, 2.4768, 3.7309)  0.048
O (-1.1720, -1.2192, -9.0921)  -0.048
H (-1.2320, -0.3832, -8.5861)  0.030
H (-0.5230, -1.8392, -8.8531)  -0.046
O (-0.1970, 3.2718, -2.7621)  0.032
H (0.3630, 3.6998, -2.0351)  0.133
H (-0.6520, 3.9868, -3.2221)  0.114
O (2.5020, -0.2312, -7.5691)  0.058
H (2.7980, -0.4322, -8.3681)  -0.006
H (3.1890, -0.4332, -7.0091)  0.030
O (2.8240, 3.0008, -2.9911)  0.008
H (2.5770, 2.8268, -3.7821)  -0.125
H (2.1120, 2.5408, -2.4871)  0.012
O (-2.9270, 1.9138, 6.6289)  -0.020
H (-3.0400, 1.0668, 6.3049)  -0.018
H (-3.6030, 2.3908, 6.0659)  0.100
O (-3.0340, -1.1822, -3.6641)  -0.072
H (-3.1410, -2.0442, -3.2221)  -0.002
H (-2.3450, -1.2752, -4.3351)  0.001
O (1.8630, 1.0288, 7.4759)  -0.041
H (2.6140, 0.8918, 8.1499)  0.126
H (2.0760, 1.5028, 6.7079)  0.010
O (0.8410, 3.2038, 1.5809)  0.005
H (1.4880, 3.0868, 2.1499)  -0.011
H (0.6140, 4.1008, 1.8229)  0.111
O (-0.4000, 1.9448, 6.1059)  -0.094
H (0.1580, 2.1818, 6.7719)  0.037
H (-1.1610, 1.5268, 6.4199)  0.022
O (1.2060, -2.5872, -8.3261)  -0.078
H (1.2910, -3.3502, -7.5991)  0.139
H (1.6540, -1.8682, -7.9421)  -0.061
O (-0.2230, -0.4932, 6.0619)  -0.089
H (0.2210, -0.6162, 5.2809)  -0.086
H (0.3160, 0.1728, 6.5559)  0.055
O (-3.2680, 1.9568, 3.5479)  -0.113
H (-3.1060, 2.0638, 2.5629)  0.031
H (-2.8200, 2.7698, 3.9859)  0.028
O (-1.7160, 3.8718, 5.0279)  -0.012
H (-1.2620, 3.1948, 5.5559)  -0.005
H (-2.1860, 4.3278, 5.6039)  -0.023
O (0.0630, -4.3442, -3.4181)  0.017
H (-0.3060, -3.6172, -3.2401)  -0.136
H (1.0900, -4.2972, -3.4051)  0.096
O (4.3070, 1.5718, 1.3299)  0.047
H (4.4410, 2.1638, 0.7179)  -0.050
H (4.2810, 2.1838, 2.0409)  0.043
O (-1.6020, -1.6862, 4.0209)  -0.028
H (-2.1170, -1.3002, 4.7819)  0.067
H (-1.2600, -0.9752, 3.5619)  -0.040
O (1.6110, 2.2248, -5.6261)  -0.048
H (2.0780, 2.9408, -6.0071)  0.024
H (2.2700, 1.5988, -6.0521)  0.059
O (-0.2390, -3.5292, 2.4939)  -0.053
H (-0.2690, -2.9602, 3.2789)  0.012
H (0.5870, -3.9922, 2.5959)  0.029
O (-2.6500, -1.0262, 7.0129)  -0.071
H (-1.7670, -0.9672, 6.7069)  -0.060
H (-2.7460, -2.0162, 7.2619)  0.112
O (-1.2860, 2.0598, -1.2961)  -0.078
H (-1.3650, 2.5918, -0.4591)  0.010
H (-0.9660, 2.6628, -1.9921)  -0.151
O (-2.8960, -3.7942, -2.2301)  -0.053
H (-2.5790, -3.5482, -1.4291)  -0.077
H (-3.7970, -4.2312, -2.4811)  0.135
O (3.0910, -0.7302, -0.5181)  -0.055
H (3.4240, -1.1612, 0.2609)  0.019
H (3.8210, -0.6012, -1.2231)  0.131
O (-2.3090, -3.0742, 0.4909)  -0.148
H (-1.5190, -3.2162, 1.0059)  -0.043
H (-3.0720, -2.3262, 0.9849)  0.223
O (-3.1520, 0.2128, -6.6661)  0.032
H (-3.9760, 0.5578, -6.7151)  -0.009
H (-2.5750, 0.6828, -7.2091)  -0.003
O (-1.8850, 2.6778, 1.1109)  -0.075
H (-1.0150, 2.6518, 1.4739)  -0.028
H (-2.2840, 3.6288, 1.3869)  0.186
O (1.2880, -1.5472, 4.7039)  -0.072
H (1.7150, -1.2402, 3.8729)  0.059
H (1.6700, -2.3422, 5.2389)  0.154
O (1.4040, -4.2062, -0.2931)  -0.120
H (1.8240, -4.4882, -1.2401)  0.125
H (0.7810, -4.9552, -0.1341)  0.072
O (2.4210, -2.1902, 1.8899)  -0.059
H (2.0790, -2.8352, 1.0939)  0.107
H (2.8960, -2.7482, 2.3859)  -0.028
O (1.7270, 1.9188, -0.6671)  -0.024
H (1.4630, 2.1888, 0.1529)  -0.041
H (2.6890, 1.7328, -0.5661)  0.081

Density functional theory data (ωB97M-V with the def2-TZVPD basis set) for an isolated molecule of C6H7B in a non-equilibrium geometry.

For the orbital gap, the calculation gives 7.97 eV. As for the total energy: -257.4642 Eh. The HOMO energy comes out at -8.34 eV.

Last column: natural (NBO) charge in e.
Geometry (Å):
B (0.3260, 1.3790, -0.1223)  0.566
C (-0.2485, -1.7420, 0.1691)  -0.355
C (0.0728, -0.9310, 1.3491)  -0.113
C (-0.4027, -1.1920, -0.9722)  0.190
C (0.2124, 0.4391, 1.0475)  -0.311
C (-0.3900, -0.8251, -2.2162)  -0.504
C (0.2980, 1.9461, 1.3420)  -0.742
H (0.6662, 1.6639, -1.0777)  -0.090
H (-0.3854, -2.7961, 0.1514)  0.236
H (0.1539, -1.4965, 2.2291)  0.208
H (-1.2923, -0.4874, -2.5436)  0.211
H (0.4004, -0.7479, -2.8962)  0.224
H (-0.5723, 2.3334, 1.8662)  0.248
H (1.1614, 2.4566, 1.6739)  0.233